[1]
A structure of composition C32H36IrN9, computed with ωB97M-V/def2-TZVPD.

```
! RIJCOSX wB97M-V def2-TZVPD def2/J DEFGRID3
* xyz 3 2
Ir 0.347 0.349 0.022
C -2.891 1.400 -1.264
N -1.424 1.189 -1.356
C -0.892 2.508 -1.805
C 0.589 2.487 -1.908
N 1.337 1.547 -1.370
C 2.670 1.886 -1.676
C 3.884 1.256 -1.409
C 5.031 1.865 -1.871
C 4.994 3.069 -2.592
C 3.800 3.689 -2.888
C 2.650 3.066 -2.420
N 1.309 3.412 -2.550
C -3.785 0.254 -0.929
N -3.436 -0.930 -0.407
C -4.580 -1.619 -0.274
C -4.787 -2.943 0.230
C -6.065 -3.402 0.271
C -7.149 -2.593 -0.180
C -6.974 -1.280 -0.684
C -5.691 -0.830 -0.721
N -5.109 0.364 -1.129
H -3.248 1.796 -2.223
H -3.081 2.186 -0.530
H -1.271 0.528 -2.115
H -1.201 3.262 -1.080
H -1.319 2.782 -2.775
H 3.940 0.321 -0.879
H 5.987 1.399 -1.680
H 5.921 3.514 -2.927
H 3.762 4.606 -3.461
H 0.949 4.208 -3.053
H -3.949 -3.545 0.553
H -6.281 -4.394 0.642
H -8.152 -2.999 -0.140
H -7.824 -0.694 -1.010
H -5.593 1.155 -1.532
C 4.971 -2.875 1.575
C 4.317 -2.712 0.361
C 3.364 -1.718 0.220
C 3.065 -0.876 1.280
C 3.721 -1.033 2.496
C 4.668 -2.032 2.637
N 2.083 0.186 1.141
N 2.355 1.157 1.877
C 1.390 2.142 1.955
C 1.575 3.219 2.819
C 0.511 4.075 3.036
C -0.713 3.813 2.435
C -0.874 2.740 1.556
C 0.197 1.909 1.257
H 5.715 -3.651 1.692
H 4.557 -3.352 -0.477
H 2.889 -1.576 -0.735
H 3.482 -0.383 3.326
H 5.171 -2.154 3.587
H 2.527 3.355 3.315
H 0.618 4.917 3.705
H -1.558 4.452 2.660
H -1.854 2.560 1.132
N 0.353 -1.440 -1.423
C -0.520 -2.609 -1.102
C 0.040 -3.519 -0.019
C 0.424 -2.868 1.305
C -0.641 -2.050 2.010
N -0.906 -0.712 1.369
H 0.076 -1.095 -2.340
H 1.290 -1.789 -1.594
H -0.671 -3.204 -2.005
H -1.491 -2.210 -0.816
H 0.919 -4.038 -0.410
H -0.708 -4.299 0.154
H 1.280 -2.222 1.158
H 0.762 -3.649 1.988
H -0.338 -1.869 3.039
H -1.595 -2.585 2.045
H -1.164 -0.056 2.105
H -1.748 -0.821 0.806
*
```

The relative energy (zero: lowest compared OMol25 entry of this formula, charge and spin) is 25.0 kcal per mole. The expectation value of S² is 0.7699. Its energy is -1837.2769 Ha.

These are the Löwdin partial charges, in e, on atoms 1 to 8: 1.31, -0.09, -0.08, -0.10, -0.30, 0.01, -0.18, 0.00

***

[2]
The ion C4H8N2 with charge +2 in a non-equilibrium geometry, computed with ωB97M-V/def2-TZVPD.

```
! RIJCOSX wB97M-V def2-TZVPD def2/J DEFGRID3
* xyz 2 1
C 0.856 -1.080 -0.779
C -0.382 -0.393 0.096
C 1.025 -1.886 -1.872
C -0.046 0.874 0.768
N -1.290 -1.203 0.089
N -1.316 1.464 1.277
H 2.099 -1.480 -2.249
H 0.098 -1.936 -2.536
H 1.666 -2.847 -1.680
H 0.573 1.473 0.170
H 0.480 0.494 1.597
H -1.742 0.942 2.095
H -2.189 1.434 0.664
H -1.186 2.493 1.442
*
```

The relative energy (zero: lowest compared OMol25 entry of this formula, charge and spin) is 116.0 kcal per mole. Its energy is -265.7896 Ha.

These are the Löwdin partial charges, in e, on atoms 1 to 8: 0.32, -0.36, -0.01, -0.07, 0.36, 0.21, 0.23, 0.17

***

[3]
The molecule C4H3FO in a non-equilibrium geometry, computed with ωB97M-V/def2-TZVPD.

```
! RIJCOSX wB97M-V def2-TZVPD def2/J DEFGRID3
* xyz 0 1
C -1.098 -0.208 0.051
C -0.478 0.955 -0.004
C 0.931 0.504 -0.003
C 0.922 -0.866 -0.064
H -0.879 1.990 -0.057
H 1.852 1.074 0.044
H 1.575 -1.850 0.051
O -0.374 -1.295 0.009
F -2.451 -0.303 -0.029
*
```

The relative energy (zero: lowest compared OMol25 entry of this formula, charge and spin) is 9.9 kcal per mole. Its energy is -329.2701 Ha. The structure (SMILES) is Fc1ccco1.

These are the Löwdin partial charges, in e, on atoms 1 to 8: -0.41, 0.01, -0.06, -0.12, 0.13, 0.10, 0.17, 0.08

***

> Among the records above, which one has the lowest energy?

C32H36IrN9

***

> Among the records above, which one has the highest energy?

C4H8N2

***

> Which of these has the highest energy?

C4H8N2

***

> What is the formula in the second record?

C4H8N2